Density functional theory data (ωB97M-V/def2-TZVPD) for a single C2H3Cl3S molecule.

Structure (XYZ):
```
9
Properties=species:S:1:pos:R:3:forces:R:3
C 0.75347 -0.02106 1.06899 0.1 0.2 0.0
C -0.39776 -0.01545 0.05992 0.0 0.2 0.1
H 2.47201 1.20730 -0.03519 -0.1 0.0 0.0
H 0.64926 -0.92404 1.67345 0.0 0.1 0.0
H 0.64312 0.85179 1.72269 0.0 -0.2 -0.2
S 2.41954 -0.07133 0.35854 -0.1 -0.1 0.1
Cl -1.91875 0.02400 0.98698 0.0 -0.1 0.0
Cl -0.36499 -1.45736 -0.96217 0.0 0.0 0.0
Cl -0.34045 1.44662 -0.95840 0.1 -0.1 0.0
```
Forces are in eV/Å.

Values from the calculation:
Frontier orbital gap (Ha): 0.377
Highest occupied orbital energy (eV): -9.71
E_LUMO (eV): 0.6


Density functional theory data (ωB97M-V/def2-TZVPD) for a molecular structure, C18H26AuN4O2S.

Structure (XYZ):
```
52
Properties=species:S:1:pos:R:3:forces:R:3
Au 0.31696 -0.11286 -0.25727 0.0 0.6 0.5
C 0.23911 4.02377 -1.41342 0.2 0.0 0.2
N 1.18226 3.68008 -0.33747 -0.3 0.0 -0.2
C 2.46107 4.17834 -0.19957 -0.1 0.0 -0.1
C 2.98950 3.62526 0.91744 0.0 0.0 0.0
N 2.01845 2.80807 1.43333 0.1 -0.2 0.2
C 0.91902 2.82265 0.66905 0.3 0.3 -0.3
S -0.52801 1.93324 0.93293 -0.1 -0.6 -0.9
H 0.71107 4.76049 -2.05689 0.0 0.0 0.0
H -0.67103 4.43607 -0.98790 0.0 0.0 0.1
H -0.00736 3.13649 -1.98944 0.0 -0.1 0.0
H 2.88749 4.87508 -0.90514 -0.1 -0.1 0.1
H 3.95645 3.75297 1.37670 -0.1 0.0 0.0
H 2.12523 2.17638 2.21123 0.0 -0.1 0.0
C -2.49981 -2.33136 -1.88698 0.1 0.2 -0.2
N -3.31427 -1.14137 -2.04784 -0.3 -0.2 0.3
C -4.22518 -1.15802 -3.18044 0.3 0.1 -0.1
C -2.69783 0.10841 -1.67953 0.2 -0.2 -0.3
C -1.48676 0.49220 -2.54743 -0.2 0.0 0.2
C -1.67693 0.88203 -3.87706 0.1 0.0 -0.2
C -0.60510 1.17795 -4.70941 0.0 0.0 0.1
C 0.70072 1.09096 -4.23532 -0.2 0.0 -0.2
C 0.92604 0.72653 -2.91706 0.2 -0.1 0.2
C -0.17263 0.42184 -2.13233 -0.4 0.3 0.3
H -3.13307 -3.21626 -1.96987 0.0 0.0 0.0
H -2.03437 -2.33477 -0.89874 -0.1 0.0 -0.1
H -1.69881 -2.42824 -2.64703 -0.1 0.1 0.1
H -4.88665 -2.02154 -3.09914 0.0 0.0 0.0
H -3.72621 -1.22455 -4.16328 0.0 0.0 0.1
H -4.84388 -0.25731 -3.17304 0.0 -0.1 0.0
H -2.37882 0.03814 -0.63693 0.0 0.0 -0.1
H -3.44523 0.90012 -1.74179 0.0 0.0 0.0
H -2.69043 0.96166 -4.25218 0.0 0.0 0.0
H -0.78826 1.48489 -5.73218 0.0 0.0 0.1
H 1.54283 1.31287 -4.87816 0.0 0.0 0.0
H 1.93957 0.65993 -2.53213 -0.1 0.1 0.0
O 4.30642 -1.31042 0.40241 -0.5 0.3 0.1
C 3.24693 -0.81671 0.54104 -0.7 0.1 0.0
N 2.16055 -0.28890 0.70983 1.4 -0.7 -0.1
C -1.16249 -2.71973 3.24450 0.0 0.0 0.0
C -1.93507 -1.40194 3.34419 0.0 0.0 0.0
C -2.28050 -1.13082 1.89321 0.2 -0.2 0.0
O -1.16281 -1.64755 1.12764 0.2 0.0 0.2
C -0.36270 -2.53590 1.96660 -0.2 0.1 0.0
H -1.85474 -3.55727 3.15005 0.0 0.0 0.0
H -0.51333 -2.90300 4.09933 0.0 0.0 0.0
H -1.29552 -0.60843 3.73759 0.0 0.0 0.0
H -2.82693 -1.47226 3.96578 0.1 0.0 0.0
H -2.40424 -0.07412 1.66463 0.0 0.1 0.0
H -3.18230 -1.65967 1.58763 -0.1 -0.1 -0.1
H 0.59949 -2.05982 2.15859 0.0 0.1 0.0
H -0.19633 -3.46068 1.41976 0.0 0.0 -0.1
```
Forces are in eV/Å.

Values from the calculation:
Frontier orbital gap (spin up / spin down) (Ha): 0.182 / 0.182
Highest occupied orbital energy (spin up / spin down) (eV): -10.82 / -10.82
E_LUMO (spin up / spin down) (eV): -5.9 / -5.9
Charge: +1


Taking the records one at a time from the top gives energy relative to the best compared isomer or geometry (same formula, charge and spin) values of 0.00, 40.37 kcal/mol.